Record 1
{
  "formula": "C32H32F5N5O4SV",
  "method": "ωB97M-V/def2-TZVPD",
  "symbols": ["V", "C", "C", "C", "C", "C", "N", "C", "C", "C", "N", "C", "C", "C", "C", "C", "C", "C", "C", "N", "C", "C", "C", "N", "C", "C", "C", "C", "O", "C", "O", "H", "H", "H", "H", "H", "H", "H", "H", "H", "H", "H", "H", "H", "H", "H", "H", "H", "H", "H", "H", "H", "H", "H", "H", "H", "H", "H", "H", "N", "C", "C", "O", "O", "H", "H", "H", "H", "F", "C", "C", "F", "C", "F", "C", "S", "C", "F", "C", "F"],
  "xyz": [[-0.2603, 1.0538, 0.4374], [5.1239, 3.4080, -3.4195], [4.1518, 2.6813, -2.6401], [4.5575, 1.7082, -1.7305], [3.7151, 0.9780, -0.8657], [4.4218, 0.1558, 0.0935], [4.0570, -0.8294, 0.8609], [2.8312, -1.7070, 0.8518], [2.9775, -2.8991, -0.0403], [2.3965, -2.7178, -1.4701], [1.0254, -2.3192, -1.3959], [0.0085, -3.1146, -1.5859], [-1.3176, -2.7231, -1.2195], [-2.4304, -3.5763, -1.4489], [-3.7336, -3.1797, -1.1907], [-4.8451, -4.0338, -1.7064], [-3.8543, -1.9576, -0.5002], [-2.8285, -1.1207, -0.2327], [-3.1296, 0.1263, 0.3777], [-2.3366, 1.1479, 0.4811], [-2.9203, 2.4959, 0.6988], [-2.4730, 3.4238, -0.4279], [-1.8576, 2.6788, -1.5657], [-0.4414, 2.2274, -1.2588], [0.5252, 2.6831, -1.9158], [1.8859, 2.2756, -1.7539], [2.7633, 2.9104, -2.5859], [2.3300, 1.2150, -0.8870], [1.5339, 0.5839, -0.0937], [-1.5698, -1.4914, -0.5946], [-0.6110, -0.6865, -0.3241], [6.0079, 2.7442, -3.6242], [5.5946, 4.2404, -2.9396], [4.7945, 3.8091, -4.3586], [5.6488, 1.6411, -1.6248], [5.4355, 0.4474, 0.2751], [4.7430, -1.2678, 1.4339], [1.9555, -1.1118, 0.6786], [2.8133, -2.0777, 1.8656], [2.3864, -3.6469, 0.4384], [4.0301, -3.2225, -0.0422], [2.4725, -3.6937, -1.9852], [2.9227, -1.9268, -2.0347], [0.7504, -1.3882, -1.0739], [0.1642, -4.1135, -1.9862], [-2.2934, -4.4858, -2.0090], [-4.8694, -3.8191, -2.7332], [-5.8187, -3.8112, -1.2804], [-4.5572, -5.0503, -1.4574], [-4.8273, -1.6216, -0.1336], [-4.1893, 0.2947, 0.4794], [-2.6119, 3.0069, 1.6424], [-4.0290, 2.4783, 0.7383], [-1.7651, 4.1527, -0.0523], [-3.3507, 3.9240, -0.8039], [-1.9424, 3.2230, -2.5344], [-2.3680, 1.7596, -1.6944], [0.2738, 3.4393, -2.6469], [2.4055, 3.7375, -3.1910], [-0.3646, 3.8639, 3.5526], [0.9139, 4.0939, 3.0894], [1.3615, 3.2940, 1.8132], [2.4454, 3.3456, 1.2695], [0.3601, 2.3787, 1.4964], [-0.8351, 4.5794, 4.0485], [-0.5097, 2.9759, 3.9708], [1.7136, 3.7135, 3.7496], [1.2032, 5.1060, 2.8945], [-3.8153, -4.7048, 2.8274], [-3.0925, -3.6339, 2.5914], [-3.5011, -2.3883, 3.0757], [-4.7109, -2.2735, 3.5720], [-2.6185, -1.2785, 3.0364], [-3.0976, -0.0673, 3.3550], [-1.2692, -1.4485, 2.5814], [-0.1317, -0.1047, 2.5422], [-0.9018, -2.7214, 2.2188], [0.3911, -2.9180, 1.8088], [-1.7433, -3.8306, 2.2737], [-1.2692, -5.0402, 1.9393]],
  "homo_lumo_gap_ev": [6.31, 6.72],
  "multiplicity": 2,
  "s2": 0.762,
  "total_energy_ev": -99441.0855,
  "lumo_energy_ev": [-6.92, -6.51],
  "total_charge": 2
}

Record 2
{
  "formula": "C5H14",
  "method": "ωB97M-V/def2-TZVPD",
  "symbols": ["C", "C", "C", "H", "H", "H", "H", "H", "H", "H", "H", "C", "C", "H", "H", "H", "H", "H", "H"],
  "xyz": [[-1.6888, 0.8971, -0.1510], [-1.9260, 0.0721, -1.4422], [-0.5873, -0.6855, -1.7355], [-0.7780, 1.4778, 0.0128], [-2.4808, 1.6003, -0.1042], [-1.6877, 0.3305, 0.7429], [-2.8374, -0.4708, -1.2690], [-2.0491, 0.8160, -2.3021], [-0.6334, -1.6664, -1.3775], [-0.2774, -0.9224, -2.7810], [0.2568, -0.1474, -1.1907], [2.2483, 0.0002, 0.7814], [1.4152, -0.3795, 2.0636], [2.5459, 1.0131, 0.8892], [3.1518, -0.4854, 0.9457], [1.6836, -0.1157, -0.1189], [1.8009, -1.2586, 2.4788], [0.3048, -0.4501, 1.7949], [1.5386, 0.3749, 2.7628]],
  "homo_lumo_gap_ev": 12.48,
  "smiles": "CCC.CC",
  "total_energy_ev": -5410.7762,
  "lumo_energy_ev": 1.21,
  "e_above_lowest_kj_mol": 122.9,
  "total_charge": 0
}

Record 3
{
  "formula": "C5H13N",
  "method": "ωB97M-V/def2-TZVPD",
  "symbols": ["C", "N", "C", "C", "C", "C", "H", "H", "H", "H", "H", "H", "H", "H", "H", "H", "H", "H", "H"],
  "xyz": [[0.5994, 2.0361, -0.4027], [0.2267, 1.0597, 0.5987], [-0.0978, -0.3715, 0.1665], [1.2171, -0.9043, -0.3633], [-1.2062, -0.4542, -0.8908], [-0.5247, -1.1261, 1.4257], [-0.1700, 2.2294, -1.1652], [0.8237, 2.9828, 0.0910], [1.5057, 1.7133, -0.9123], [-0.5332, 1.4289, 1.1623], [1.0083, -1.9854, -0.5028], [2.0160, -0.7714, 0.3620], [1.4794, -0.4706, -1.3242], [-2.1164, 0.0107, -0.5162], [-0.9177, 0.0470, -1.8115], [-1.4169, -1.4936, -1.1299], [0.2420, -1.0398, 2.1908], [-0.6832, -2.1792, 1.2053], [-1.4521, -0.7119, 1.8166]],
  "homo_lumo_gap_ev": 9.58,
  "smiles": "CNC(C)(C)C",
  "total_energy_ev": -6885.8324,
  "lumo_energy_ev": 1.00,
  "e_above_lowest_kj_mol": 35.2,
  "total_charge": 0
}